Entry 1:
14 unconnected molecules or ions with the total composition C22H72N12O14 at a distorted geometry, computed with wB97M-V/def2-TZVPD.

The calculation puts the energy relative to the best compared isomer or geometry (same formula, charge and spin) at 321.59 kcal/mol. The electronic energy comes out at -2591.56878 a.u. The value obtained for the HOMO energy is -8.056 eV.

Last column: Mulliken charge in e.
Geometry (Å):
C1 -14.5773 2.6292 -33.4436  0.064
O1 -15.9301 2.6341 -33.0246  -0.624
H1 -14.3900 1.8994 -34.3365  0.325
H2 -14.0127 2.1481 -32.6503  -0.062
H3 -14.2738 3.6137 -33.6500  -0.055
H4 -16.0438 3.3562 -32.4820  0.395
C2 -13.2266 10.1028 -31.5679  -0.328
O2 -13.3373 10.9994 -30.4789  -0.578
H5 -12.1944 9.8438 -31.6505  0.294
H6 -13.5923 10.4787 -32.5170  0.303
H7 -13.7664 9.1996 -31.2649  -0.119
H8 -12.6523 11.6455 -30.5359  0.316
C3 -10.9575 3.5136 -28.8658  0.506
O3 -11.5442 4.0613 -27.6478  -0.817
H9 -11.8001 3.3698 -29.5342  -0.353
H10 -10.5580 2.5336 -28.5932  0.440
H11 -10.2741 4.1001 -29.4153  -0.271
H12 -11.3255 5.0112 -27.5623  0.355
C4 -16.6094 6.1950 -32.0508  -0.536
O4 -16.4072 4.8909 -31.5214  -0.106
H13 -17.7092 6.3213 -32.2846  0.257
H14 -15.9324 6.3513 -32.9183  0.014
H15 -16.2814 6.7641 -31.2346  0.015
H16 -15.4859 4.8625 -31.1698  -0.114
C5 -15.0760 8.7338 -28.1145  -0.294
O5 -15.0567 7.6196 -28.9978  -0.147
N1 -14.6645 9.9329 -28.3104  -0.169
N2 -15.7048 8.6357 -27.0294  -0.442
H17 -14.0920 10.2200 -29.1531  0.237
H18 -14.5142 10.5690 -27.5523  0.286
H19 -15.8214 7.6437 -26.7767  0.353
H20 -15.7122 9.2763 -26.2234  0.265
C6 -18.2818 7.2927 -29.1810  0.467
O6 -19.2373 7.2271 -30.1823  -0.773
N3 -18.1397 8.2538 -28.3644  -0.326
N4 -17.4141 6.3651 -28.8963  0.397
H21 -18.7153 9.0229 -28.5411  0.285
H22 -17.2462 8.4811 -27.8506  0.283
H23 -17.3536 5.7135 -29.6411  -0.275
H24 -16.4810 6.5517 -28.4027  -0.628
C7 -15.1749 4.9950 -27.0924  0.076
O7 -15.9560 6.0094 -26.6549  -0.876
N5 -13.9592 4.8058 -26.7037  -0.044
N6 -15.5074 4.0970 -27.9309  -0.143
H25 -13.5582 5.5132 -26.0062  0.360
H26 -13.2171 4.3120 -27.2573  0.495
H27 -16.4128 4.1227 -28.3667  -0.307
H28 -14.9060 3.2469 -28.0716  0.657
C8 -14.3728 1.1531 -28.8244  -0.214
O8 -15.1819 0.1780 -28.2513  -0.734
N7 -14.2825 1.4626 -30.0740  -0.105
N8 -13.7429 2.0037 -28.1008  0.159
H29 -14.9172 0.7767 -30.6147  0.375
H30 -13.3594 1.4173 -30.5542  0.102
H31 -13.7722 1.9610 -27.0405  0.327
H32 -13.1464 2.7336 -28.5285  -0.556
C9 -13.3777 4.7696 -30.9031  1.113
O9 -12.4168 4.3429 -31.7700  -0.226
N9 -13.7761 5.9956 -30.8011  1.836
N10 -14.1097 4.0919 -30.1275  1.821
H33 -13.2976 6.6337 -31.4141  0.301
H34 -14.3038 6.4535 -30.0204  -1.325
H35 -13.9810 3.0385 -30.0947  -1.212
H36 -14.7280 4.3394 -29.2774  -0.731
C10 -10.5693 1.4005 -31.2895  0.424
O10 -11.8216 0.9693 -30.8832  -0.826
N11 -9.4614 0.7058 -31.3456  -0.398
N12 -10.4040 2.6062 -31.8034  -0.002
H37 -9.5849 -0.3217 -31.3377  0.315
H38 -8.5446 1.0796 -31.6737  0.173
H39 -11.2104 3.2729 -31.8969  0.022
H40 -9.5452 2.9021 -32.2817  0.219
C11 -17.2652 2.2615 -29.5742  -0.369
C12 -18.6104 2.9362 -29.4450  0.691
C13 -19.2608 3.0943 -30.8135  -1.155
O11 -19.4229 2.2955 -28.7426  -0.566
H41 -16.5603 2.9523 -29.9873  -0.435
H42 -17.2664 1.4181 -30.2938  0.505
H43 -16.7729 1.9627 -28.6604  0.606
H44 -18.4424 3.9419 -29.0195  -0.146
H45 -20.2128 3.6182 -30.8898  0.371
H46 -19.2892 2.1492 -31.3207  0.443
H47 -18.6108 3.6997 -31.4572  0.010
H48 -19.6151 1.4431 -29.1576  0.436
C14 -11.0129 8.6277 -34.0479  -1.435
C15 -12.0172 7.6152 -33.6130  0.518
C16 -11.6947 6.1911 -34.2609  -0.930
O12 -12.1286 7.5047 -32.3893  1.400
H49 -10.7195 8.2944 -35.0714  0.426
H50 -10.1581 8.5589 -33.3373  0.187
H51 -11.4802 9.5993 -34.1736  0.344
H52 -13.0685 7.9475 -33.8693  0.388
H53 -12.5564 5.5007 -34.2195  -0.073
H54 -10.9136 5.6349 -33.7261  0.069
H55 -11.3840 6.2488 -35.2793  0.586
H56 -11.3589 7.0961 -31.9789  -1.302
C17 -9.2207 6.5323 -31.7481  -0.717
C18 -7.9804 5.9617 -30.9759  -0.016
C19 -7.9646 6.5947 -29.6257  -1.719
O13 -8.1126 4.7384 -30.6893  -0.457
H57 -9.1231 6.5112 -32.8666  0.446
H58 -9.5418 7.5498 -31.4884  0.288
H59 -10.0897 5.8452 -31.4375  -0.182
H60 -7.0769 6.1910 -31.5325  0.419
H61 -7.7672 7.6407 -29.7002  0.418
H62 -7.2008 6.1748 -29.0041  0.559
H63 -8.9442 6.5215 -29.2062  0.440
H64 -7.3376 4.4488 -30.2387  0.364
C20 -11.7404 8.8385 -27.1773  -1.907
C21 -11.7811 7.4220 -27.7027  2.141
C22 -11.4508 7.3882 -29.2095  -0.030
O14 -10.9996 6.6776 -27.0922  -0.499
H65 -12.3231 8.8701 -26.3109  0.636
H66 -12.1279 9.5368 -27.9012  0.243
H67 -10.6429 9.0096 -26.9788  0.434
H68 -12.7729 6.9510 -27.6410  -1.292
H69 -12.1767 8.0473 -29.6820  -0.065
H70 -11.5352 6.4118 -29.5950  -0.586
H71 -10.4905 7.7752 -29.5963  0.179
H72 -11.1149 6.8237 -26.1848  0.416


Entry 2:
14 unconnected molecules or ions with the total composition C22H72N6O14 at a distorted geometry, computed with wB97M-V/def2-TZVPD.

The calculation puts the energy relative to the best compared isomer or geometry (same formula, charge and spin) at 25.41 kcal/mol. The electronic energy comes out at -2263.08666 a.u. The value obtained for the HOMO energy is -8.400 eV.

Last column: Mulliken charge in e.
Geometry (Å):
C1 4.0390 -3.2511 -1.3943  -1.189
C2 2.9469 -3.7473 -0.5835  -0.216
O1 2.2356 -2.6062 -0.0620  -0.474
H1 4.6990 -2.6342 -0.8065  0.325
H2 3.6796 -2.6471 -2.2276  0.238
H3 4.6302 -4.0969 -1.8032  0.420
H4 3.3053 -4.1884 0.3099  0.543
H5 2.2313 -4.3553 -1.1503  0.099
H6 1.6488 -2.8241 0.6744  0.173
C3 -4.2882 1.6084 -1.5072  -1.817
C4 -3.3995 0.5541 -0.8561  0.857
O2 -3.1124 0.9468 0.4486  -0.349
H7 -5.1937 1.8145 -0.9699  0.333
H8 -4.5699 1.3954 -2.4456  0.661
H9 -3.6828 2.4346 -1.6892  0.248
H10 -2.4822 0.4265 -1.4645  -0.486
H11 -3.7755 -0.4399 -0.8124  0.435
H12 -2.2031 1.1858 0.4592  -0.169
C5 4.7806 0.1854 -2.5226  -1.738
C6 3.7970 0.2232 -1.4204  0.514
O3 2.6406 -0.4764 -1.7506  0.288
H13 5.7436 0.7068 -2.3361  0.391
H14 4.4403 0.6521 -3.4255  0.302
H15 5.0773 -0.8648 -2.7410  0.263
H16 3.5605 1.2553 -1.1678  -0.143
H17 4.1757 -0.2555 -0.5425  0.526
H18 2.6480 -1.2371 -1.1601  -0.540
C7 -2.9860 -5.7932 3.7780  -1.216
C8 -3.2751 -4.2945 3.3353  -0.217
O4 -2.3656 -3.5828 2.5186  -0.414
H19 -3.7322 -6.1498 4.5073  0.346
H20 -2.0124 -5.9540 4.2157  0.332
H21 -3.0598 -6.4924 2.9836  0.324
H22 -3.4957 -3.6565 4.2145  0.282
H23 -4.1852 -4.2931 2.7625  0.343
H24 -2.7633 -2.8064 2.1680  0.152
C9 -2.8123 -2.5570 -2.0997  -1.737
C10 -2.1146 -2.8291 -0.7900  0.967
O5 -0.7214 -2.9181 -1.0016  -0.278
H25 -2.3617 -1.7792 -2.6238  0.307
H26 -3.8830 -2.3655 -1.8725  0.468
H27 -2.8598 -3.4710 -2.7559  0.383
H28 -2.5606 -3.7140 -0.2925  0.504
H29 -2.4292 -1.9657 -0.1650  -0.714
H30 -0.3432 -3.4779 -0.3438  0.080
C11 2.5166 5.0147 1.1163  -1.528
C12 1.3041 4.2222 0.6533  -0.094
O6 1.6620 2.9955 -0.0354  -0.100
H31 2.2739 5.8005 1.8586  0.425
H32 2.9103 5.5435 0.2618  0.393
H33 3.3785 4.4522 1.4956  0.305
H34 0.5789 4.8205 0.0953  0.317
H35 0.7653 4.0588 1.5619  0.125
H36 1.8766 3.1917 -0.9702  -0.056
C13 -1.9127 3.9963 0.0350  0.436
C14 -3.3278 4.1388 0.4908  -0.805
O7 -3.2860 5.1758 1.4561  -0.601
H37 -1.6228 4.9867 -0.2028  0.755
H38 -1.8129 3.3077 -0.7941  -0.626
H39 -1.3043 3.7204 0.9528  -0.436
H40 -3.5719 3.2362 1.0416  0.332
H41 -4.0866 4.3552 -0.2662  0.357
H42 -3.9118 4.9956 2.1733  0.358
C15 -0.1103 2.4548 -2.3672  -1.618
C16 1.1786 2.4076 -3.1734  -0.490
O8 2.3461 3.0685 -2.6727  -0.699
H43 -0.3047 3.5005 -2.1533  0.455
H44 -0.0845 1.7994 -1.5055  0.468
H45 -0.8884 2.0671 -2.9183  0.862
H46 0.7680 2.9087 -4.0948  0.440
H47 1.4073 1.3724 -3.4061  0.102
H48 3.0402 3.1038 -3.3481  0.369
C17 -0.2797 -0.0933 0.6122  0.684
O9 -0.9425 -1.0194 1.4834  -0.977
N1 0.1697 1.0254 1.0249  2.658
N2 0.0659 -0.4024 -0.6012  3.242
H49 -0.1618 1.3823 1.9141  -1.283
H50 0.6721 1.7523 0.5063  -0.109
H51 -0.4087 -1.3178 -0.8590  -1.705
H52 0.9006 -0.0305 -1.0676  -0.819
C18 1.0326 -0.3979 4.6410  0.480
O10 0.9476 -0.6524 5.9374  -0.786
N3 0.4575 -1.1887 3.8115  -0.366
N4 1.5348 0.6986 4.0611  -0.344
H53 -0.1284 -2.0258 4.2370  0.179
H54 0.1849 -1.1347 2.7955  0.172
H55 2.1041 1.3850 4.6109  0.245
H56 1.7812 0.5385 3.1025  0.338
C19 -1.9507 1.6604 3.6306  0.460
O11 -3.1104 2.3931 3.4413  -0.759
N5 -0.7788 2.1966 3.5446  -0.331
N6 -1.9129 0.3956 3.8725  0.067
H57 -0.7504 3.2044 3.3499  0.194
H58 0.1309 1.7708 3.8780  0.325
H59 -2.7725 -0.2351 4.0587  0.220
H60 -1.0518 -0.1916 3.8766  -0.169
C20 -0.1981 -0.7744 -4.5166  -0.420
O12 -1.5571 -0.5534 -4.8284  -0.542
H61 -0.0413 -0.8572 -3.4009  -0.048
H62 0.4378 0.0048 -4.9062  0.345
H63 -0.0274 -1.7909 -4.8939  0.408
H64 -1.7293 -0.7019 -5.7559  0.282
C21 3.5242 1.2903 1.9555  -0.841
O13 2.5632 0.2473 1.6673  -0.658
H65 3.1138 2.3749 2.1318  0.043
H66 4.1176 1.4041 1.0610  0.216
H67 4.0873 0.9949 2.8261  0.483
H68 1.8558 0.5602 1.1471  0.255
C22 0.4531 -4.3582 -3.4437  -0.893
O14 0.9073 -3.1471 -2.9337  -0.402
H69 0.9952 -4.5844 -4.3395  0.272
H70 -0.5937 -4.2320 -3.6403  0.281
H71 0.6302 -5.1025 -2.6757  0.304
H72 0.3353 -2.8469 -2.1923  0.440


Q: Which of these has the highest electronic energy?
A: C22H72N6O14